Entry 1:
A 2-piece molecular cluster, C10H16O overall in a non-equilibrium geometry. Source: the OMol25 dataset; level of theory: ωB97M-V/def2-TZVPD.

Calculated values
Maximum force = 0.031 hartree/bohr
LUMO energy = 0.0349 hartree
SMILES string = CCc1ccc(O)cc1.CC
ΔE to the lowest compared entry with this formula, charge and spin = 93.86 kJ/mol
Charge = 0
HOMO energy = -8.5 eV
HOMO-LUMO gap = 0.349 hartree

Last column: Mulliken charge in e.
Geometry (Å):
C (0.83763, 2.11605, -2.51102)  -0.784
C (-0.04106, 3.19621, -1.94595)  -1.157
C (0.80559, 0.81392, -1.72482)  0.499
C (-0.39288, 0.14098, -1.54422)  -0.359
C (1.96240, 0.27331, -1.17765)  -0.506
C (-0.46905, -1.02233, -0.78492)  -0.293
C (1.89822, -0.88020, -0.41088)  -0.609
C (0.68840, -1.50085, -0.18210)  0.311
O (0.66675, -2.61546, 0.64028)  -0.578
H (0.64897, 1.85624, -3.55898)  0.370
H (1.88819, 2.41037, -2.58930)  0.342
H (0.25850, 4.20866, -2.20160)  0.353
H (-1.30798, 0.55414, -1.94600)  0.320
H (2.91504, 0.73840, -1.37760)  0.302
H (-1.40374, -1.56250, -0.76666)  0.483
H (2.79450, -1.28792, 0.06251)  0.377
H (-0.10973, -2.53989, 1.20389)  0.180
H (-0.16256, 3.14681, -0.86638)  0.360
H (-1.07441, 3.14023, -2.29980)  0.297
C (-0.78936, -0.85433, 3.21145)  -0.737
C (-1.80688, -1.91145, 2.75858)  -1.057
H (-0.65726, -0.07952, 2.46824)  0.247
H (-1.06820, -0.40021, 4.15280)  0.353
H (0.19796, -1.29068, 3.37172)  0.254
H (-1.40790, -2.91173, 2.54589)  0.411
H (-2.37948, -1.60697, 1.89361)  0.270
H (-2.49167, -2.13127, 3.57891)  0.348

---

Entry 2:
An isolated ion of composition C3H7ClN and charge +1 in a non-equilibrium geometry. Source: the OMol25 dataset; level of theory: ωB97M-V/def2-TZVPD.

Calculated values
Maximum force = 0.079 hartree/bohr
LUMO energy = -0.1444 hartree
SMILES string = C=C(Cl)C[NH3+]
ΔE to the lowest compared entry with this formula, charge and spin = 132.37 kJ/mol
Charge = +1
HOMO energy = -14.2 eV
HOMO-LUMO gap = 0.377 hartree

Last column: Mulliken charge in e.
Geometry (Å):
C (1.93158, 1.20211, -0.38836)  -0.783
C (1.08412, 0.17387, -0.38980)  0.555
C (-0.47718, 0.15686, 0.29813)  -0.515
N (-1.06908, -1.15156, -0.12713)  -0.196
Cl (1.48330, -1.18575, -1.50881)  -0.242
H (2.86914, 1.23798, -0.86486)  0.295
H (1.80544, 2.06528, 0.21418)  0.271
H (-0.58279, 0.16622, 1.41673)  0.312
H (-0.81197, 1.05613, -0.18254)  0.316
H (-1.12056, -1.56099, 0.86069)  0.407
H (-0.39396, -1.71596, -0.58646)  0.234
H (-1.90651, -1.03960, -0.71606)  0.345

---

Entry 3:
An isolated ion of composition C4H9N2 and charge +1 in a non-equilibrium geometry. Source: the OMol25 dataset; level of theory: ωB97M-V/def2-TZVPD.

Calculated values
Maximum force = 0.066 hartree/bohr
LUMO energy (spin up / spin down) = -0.1765 / -0.1765 hartree
ΔE to the lowest compared entry with this formula, charge and spin = 426.54 kJ/mol
Charge = +1
HOMO energy (spin up / spin down) = -13.7 / -13.7 eV
HOMO-LUMO gap (spin up / spin down) = 0.326 / 0.326 hartree

Last column: Mulliken charge in e.
Geometry (Å):
C (0.34118, 0.07758, 1.61571)  -0.197
C (-0.76031, -2.20441, 1.33782)  -0.132
C (-0.18508, 1.46771, -1.57111)  -0.905
C (0.77925, 0.54555, -0.86563)  -0.367
N (-0.70076, -0.93932, 1.46580)  0.056
N (0.98958, 0.60851, 0.63012)  -0.051
H (-1.69592, -2.68995, 1.53418)  0.280
H (0.14575, -2.85014, 1.09163)  0.272
H (0.36479, 1.83110, -2.46855)  0.302
H (-1.02212, 0.73651, -2.00974)  0.234
H (-0.64789, 2.27344, -0.99877)  0.341
H (1.70417, 0.86487, -1.45488)  0.314
H (0.50654, -0.51153, -1.00685)  0.237
H (-1.55778, -0.54366, 1.78776)  0.287
H (1.73859, 1.33373, 0.91252)  0.327

---

Entry 4:
C6Cl5O2Sn as an isolated structure. Source: the OMol25 dataset; level of theory: ωB97M-V/def2-TZVPD.

Calculated values
Maximum force = 0.010 hartree/bohr
LUMO energy = -0.2106 hartree
Charge = +1
HOMO energy = -12.9 eV
HOMO-LUMO gap = 0.263 hartree

Last column: Mulliken charge in e.
Geometry (Å):
Sn (3.55047, 1.81021, 0.12241)  1.027
Cl (1.06301, 2.31970, 1.03450)  -0.222
C (0.16178, 0.93049, 0.46646)  0.681
C (0.73149, 0.14647, -0.51993)  0.175
C (0.04371, -0.94580, -1.01614)  0.484
Cl (0.77542, -1.91289, -2.21738)  -0.115
C (-1.22918, -1.22970, -0.51620)  -0.001
Cl (-2.09276, -2.56695, -1.12605)  -0.126
C (-1.78688, -0.43627, 0.49057)  0.520
Cl (-3.33396, -0.79559, 1.10996)  -0.125
C (-1.08378, 0.66082, 0.99739)  -0.319
Cl (-1.73793, 1.65510, 2.22427)  -0.140
O (1.97972, 0.44049, -1.02067)  -0.446
O (2.95889, -0.07609, -0.02918)  -0.392

---

Electronic energy
In order: -12676.7521, -17228.3122, -7263.7210, -78750.3994
Unit: eV